The following is a quantum chemistry calculation of a cluster of 4 separate species, C33H69Cl2N7O8P in total in a non-equilibrium geometry, from the OMol25 dataset.

Last column: Mulliken charge in e.
Element x y z (Å)
C -5.8438 -2.1846 2.1394  -0.5102
C -4.9576 -2.0910 0.9416  -0.8800
C -3.4668 -2.8442 0.8554  0.5002
C -2.1062 -1.9884 1.3179  0.1384
C -2.2771 -0.4284 1.7923  -0.5003
C -1.2753 0.0452 3.0015  0.1459
N -1.7102 1.4793 3.3701  -0.5853
N -1.4113 -0.7621 4.2855  -0.4774
N 0.1893 0.1955 2.5420  -0.3989
N -0.7431 -2.7065 1.2342  0.3146
C -0.5933 -4.1562 0.7457  -0.1649
C 0.9108 -4.8817 0.6605  -0.3645
C 1.3777 -5.5678 2.0766  0.1069
C 1.2770 -7.2190 2.0965  -1.0041
Cl 0.3390 -4.9476 3.5271  -0.1856
C -1.8626 -5.0676 0.2494  -0.3427
C -1.6747 -6.6238 -0.3187  -0.6636
C -1.3858 -6.4554 -1.9468  0.5142
O -2.2775 -5.8557 -2.7562  -0.4660
Cl 0.2130 -7.0440 -2.7652  -0.1558
C -3.3772 -4.3919 0.3223  0.8003
P -4.8306 -5.4919 -0.2471  0.1994
C -6.2299 -4.5027 -1.0900  -0.7804
O -5.5480 -6.1686 1.2256  -0.5487
H -6.2383 -3.2591 2.4713  0.2489
H -6.1695 -1.1879 2.6831  0.2653
H -5.2655 -1.5133 -0.0565  0.3056
H -1.9962 0.2426 0.8479  0.3148
H -3.3624 -0.1149 2.0978  0.2384
H -1.6726 1.9901 2.4381  0.1834
H -0.8797 1.8825 3.8947  0.2720
H -2.4192 -0.9487 4.5151  0.3333
H -0.8428 -1.6378 4.2658  0.2505
H 0.2530 1.0268 1.8808  0.1678
H 0.7279 0.3747 3.4194  0.2825
H 0.1628 -2.2334 1.5056  0.3035
H 1.7066 -4.0617 0.3461  0.2709
H 0.9598 -5.7136 -0.1740  0.0194
H 2.5140 -5.3206 2.3468  0.3769
H 1.7840 -7.7308 1.1651  0.3018
H 1.7902 -7.7052 3.0555  0.3313
H 0.1595 -7.5750 2.1105  0.2558
H -2.5870 -7.3170 -0.0789  0.4343
H -0.6879 -7.1272 0.1180  0.0021
H -5.8938 -3.3931 -1.3700  0.2194
H -7.0811 -4.3568 -0.2658  0.2568
H -6.7469 -5.0344 -1.9953  0.3552
H -5.0716 -7.0641 1.3081  0.3431
C 4.5657 5.9412 -1.1684  -0.7066
O 5.3309 4.8786 -0.6147  -0.3127
C 5.9564 5.2253 0.6271  -0.8009
C 5.3253 4.4376 1.7865  -0.1658
N 3.9599 4.8996 2.0598  -0.2671
C 3.2180 4.0282 2.9772  -0.8714
C 2.9175 2.5927 2.4989  -0.3523
O 2.0088 2.5264 1.3981  -0.1478
C 2.6180 2.6643 0.1215  -0.8056
H 4.2564 5.6483 -2.1756  0.2328
H 3.6676 6.1227 -0.5736  0.2871
H 5.1600 6.8577 -1.2419  0.3439
H 5.9337 6.3062 0.8154  0.3955
H 7.0076 4.9290 0.5399  0.3934
H 5.9371 4.5672 2.6851  0.3900
H 5.3347 3.3785 1.5125  0.1682
H 3.4467 4.9518 1.1847  -0.0177
H 2.2595 4.5246 3.1686  0.3683
H 3.7461 3.9862 3.9367  0.4286
H 2.4155 2.0772 3.3264  0.2340
H 3.8256 2.0143 2.2957  0.3854
H 3.6358 2.2633 0.0974  0.3428
H 2.6119 3.7098 -0.1831  0.1671
H 2.0149 2.1122 -0.6051  0.2988
C 5.4884 -1.2207 -3.9735  -0.6961
O 5.4338 -2.6046 -3.6525  -0.3414
C 4.6834 -2.8754 -2.4620  -0.8422
C 3.3840 -3.6227 -2.8026  0.3651
N 2.4355 -2.7464 -3.4990  -0.3289
C 1.2884 -3.4596 -4.0707  -0.2400
C 1.5783 -4.4764 -5.1942  -0.5019
O 2.0552 -3.8839 -6.4039  -0.4539
C 3.4595 -3.6681 -6.4411  -0.5648
H 6.1992 -1.0900 -4.7942  0.2385
H 4.5118 -0.8612 -4.3059  0.2999
H 5.8352 -0.6316 -3.1184  0.3297
H 4.4841 -1.9656 -1.8815  0.3769
H 5.3067 -3.5302 -1.8431  0.3785
H 2.9260 -3.9885 -1.8780  -0.1597
H 3.6493 -4.4854 -3.4210  0.2069
H 2.9198 -2.2662 -4.2518  0.1308
H 0.6188 -2.6931 -4.4779  0.4011
H 0.7393 -3.9591 -3.2643  -0.0259
H 0.6232 -4.9482 -5.4542  0.3520
H 2.2341 -5.2919 -4.8695  0.3240
H 4.0140 -4.4184 -5.8694  0.2664
H 3.6920 -2.6662 -6.0831  0.1993
H 3.7848 -3.7226 -7.4840  0.2995
C -1.1039 4.8913 1.8374  -0.7052
O -2.2169 4.2322 1.2474  -0.3753
C -3.3676 4.2005 2.1010  -0.6556
C -4.4857 5.0880 1.5310  -0.3049
N -4.1392 6.5098 1.6356  -0.3278
C -5.0425 7.3907 0.8878  -0.6753
C -5.0650 7.2394 -0.6473  -0.4748
O -3.8480 7.6293 -1.2865  -0.4300
C -2.8617 6.6079 -1.3498  -0.5202
H -0.2352 4.7353 1.1918  0.1099
H -1.2856 5.9658 1.9134  0.4099
H -0.8794 4.4767 2.8255  0.3612
H -3.1242 4.4743 3.1354  0.3713
H -3.7203 3.1633 2.1099  0.2944
H -5.4117 4.9003 2.0840  0.4185
H -4.6417 4.7970 0.4879  0.1929
H -3.1962 6.6474 1.2839  0.0671
H -4.7349 8.4174 1.1183  0.3665
H -6.0604 7.2737 1.2773  0.4010
H -5.8301 7.9274 -1.0264  0.3541
H -5.3775 6.2402 -0.9706  0.3336
H -3.2987 5.6078 -1.4281  0.2655
H -2.2042 6.6710 -0.4840  0.1586
H -2.2463 6.7834 -2.2369  0.3386

Forces on atoms 1 to 2 (eV/Å):
1.75 -0.13 -2.56
-0.20 -0.45 1.58

Results
Charge: +1
Frontier orbital gap: 5.5 eV
Highest occupied orbital energy: -10.14 eV
F_max: 9.5 eV/A
Lowest unoccupied orbital energy: -0.1714 Eh

=====

The following is a quantum chemistry calculation of a structure of composition C19H50FeO7 in a non-equilibrium geometry, from the OMol25 dataset.

Last column: Löwdin spin population.
Element x y z (Å)
Fe 1.5730 -2.1986 -1.3445  3.8454
C 4.2347 0.3454 0.6064  0.0051
C 4.1956 -1.2263 0.6957  0.0225
O 3.2333 -1.8460 -0.1042  0.2200
H 4.3325 0.7157 -0.4141  -0.0001
H 5.0742 0.6753 1.2185  0.0002
H 3.2550 0.7498 0.8607  0.0000
H 4.1510 -1.5966 1.7199  0.0055
H 5.1912 -1.5906 0.4422  0.0072
C -0.8898 1.4776 -1.5609  0.0191
C 0.1768 0.7596 -0.7749  0.0996
O 0.5284 -0.4473 -1.2611  0.6330
H -0.5549 1.4172 -2.5964  0.0006
H -0.8809 2.5195 -1.2409  0.0016
H -1.8881 1.0403 -1.5438  0.0005
H -0.2378 0.7274 0.2327  0.0521
H 1.0607 1.3864 -0.6568  0.0165
C -2.0602 -4.0464 -2.9177  0.0007
C -0.5800 -3.8630 -3.3534  0.0026
C -0.5703 -3.5293 -4.9202  0.0006
O -0.2157 -2.6577 -2.6512  0.0266
H -1.9950 -4.4133 -1.8934  0.0000
H -2.7112 -4.6410 -3.5587  0.0002
H -2.6022 -3.1020 -2.9663  0.0001
H 0.0030 -4.7493 -3.1031  0.0004
H -1.2716 -2.7259 -5.1457  0.0000
H -0.7771 -4.4327 -5.4940  0.0001
H 0.3947 -3.0950 -5.1814  0.0000
H -1.0058 -2.1127 -2.6644  0.0000
C -0.5250 3.4756 4.2582  0.0000
C -0.5706 3.6338 2.7417  0.0001
C -1.8963 3.2608 2.1040  0.0004
O -0.2962 5.0262 2.4975  0.0001
H -1.2382 4.0964 4.8006  0.0000
H 0.4045 3.6786 4.7901  0.0000
H -0.8348 2.4916 4.6101  0.0000
H 0.2361 3.1411 2.1989  0.0001
H -2.2316 2.2638 2.3897  0.0001
H -1.7324 3.3262 1.0283  0.0002
H -2.6334 3.9663 2.4874  0.0000
H -0.4948 5.2642 1.5890  0.0000
C 3.0663 3.8067 -1.6130  0.0003
C 2.4481 4.9917 -0.9045  0.0000
C 3.4739 5.8255 -0.1968  0.0000
O 2.0446 5.9541 -1.7905  0.0000
H 3.3291 3.1052 -0.8212  0.0001
H 3.9387 3.9813 -2.2425  0.0000
H 2.3730 3.2178 -2.2136  0.0001
H 1.6243 4.7589 -0.2297  0.0000
H 3.0774 6.7313 0.2620  0.0000
H 4.1801 6.2753 -0.8946  0.0000
H 3.9596 5.1635 0.5202  0.0000
H 2.0744 5.6399 -2.6971  0.0000
C -4.3015 -0.7777 -0.4292  0.0000
C -3.3094 -1.5716 0.5399  0.0000
C -3.8420 -2.0534 1.9282  0.0000
O -2.9267 -2.6913 -0.1369  0.0002
H -4.9354 -1.4237 -1.0366  0.0000
H -3.6394 -0.2887 -1.1438  0.0000
H -4.8879 0.0380 -0.0062  0.0000
H -2.4757 -0.9118 0.7803  0.0002
H -4.6863 -2.7381 1.8474  0.0000
H -4.2855 -1.3315 2.6140  0.0000
H -3.0400 -2.5714 2.4541  0.0000
H -3.6738 -3.0686 -0.6070  0.0000
C 0.1541 -2.4445 2.4153  0.0004
C 0.7341 -3.5033 1.4528  0.0015
C 0.2452 -4.9452 1.5433  0.0008
O 0.2716 -3.0335 0.2504  0.0347
H -0.8811 -2.5879 2.7247  -0.0001
H 0.0183 -1.4582 1.9718  -0.0001
H 0.8509 -2.4534 3.2534  0.0002
H 1.8228 -3.4513 1.4680  -0.0007
H 0.3013 -5.5321 0.6265  0.0000
H -0.6830 -5.1610 2.0723  0.0000
H 0.9173 -5.6245 2.0677  0.0003
H -0.6883 -3.0319 0.2469  0.0008

Forces on atoms 1 to 2 (eV/Å):
0.54 2.14 3.06
-0.67 -1.51 -0.23

Results
Charge: +1
Frontier orbital gap (spin up / spin down): 8.3 / 5.6 eV
Highest occupied orbital energy (spin up / spin down): -11.71 / -11.70 eV
F_max: 4.6 eV/A
Lowest unoccupied orbital energy (spin up / spin down): -0.1267 / -0.2226 Eh
Multiplicity: 6

=====

The following is a quantum chemistry calculation of a cluster of 2 separate species, C13H21FN2O7 in total in a non-equilibrium geometry, from the OMol25 dataset.

Last column: Mulliken charge in e.
Element x y z (Å)
O 2.8668 -4.9438 -0.5235  -0.5914
C 3.4245 -3.9082 -0.1874  -0.0007
O 4.7636 -3.8261 0.0107  -0.4377
C 2.5224 -2.6546 0.0121  1.6680
O 1.3087 -3.0175 0.6871  -0.6729
C 2.0936 -2.1179 -1.3346  -0.7162
C 1.9976 -0.7734 -1.6210  -0.0770
F 1.6180 -0.4071 -2.8669  -0.3803
C 2.3669 0.2862 -0.6075  -0.0940
O 1.4386 1.3772 -0.6300  -0.5564
C 2.4138 -0.2685 0.8231  0.0460
O 3.0321 0.7068 1.6709  -0.5929
C 3.2184 -1.5675 0.8562  -1.2832
H 5.1030 -4.7187 -0.1608  0.3751
H 0.9973 -3.8737 0.3324  0.4192
H 1.8339 -2.8230 -2.1190  0.5238
H 3.3601 0.6623 -0.8758  0.4288
H 1.7576 2.0665 -0.0160  0.3758
H 1.3919 -0.4631 1.1704  0.2218
H 3.0023 0.4212 2.6016  0.3880
H 4.2236 -1.3709 0.4692  0.3015
H 3.3199 -1.9216 1.8864  0.6402
C -4.9407 1.7705 2.1927  -0.9908
N -3.8555 1.7731 1.2125  -0.0759
C -2.7066 2.4497 1.3209  0.4716
O -2.4441 3.1292 2.3115  -0.6995
C -1.6618 2.3671 0.1824  0.3970
C -1.8891 3.4392 -0.8910  -1.4601
N -1.4454 1.0670 -0.4782  0.0205
C -2.3156 0.2909 -1.1249  0.9209
C -1.7511 -0.9673 -1.7420  -1.0213
O -3.5084 0.5386 -1.2414  -0.7777
H -4.7545 2.5111 2.9733  0.3553
H -5.8814 2.0132 1.6965  0.3130
H -5.0203 0.7850 2.6527  0.2959
H -3.9971 1.2624 0.3466  0.1789
H -0.7155 2.6187 0.6614  0.0407
H -1.0769 3.4185 -1.6183  0.3552
H -1.9206 4.4244 -0.4238  0.4214
H -2.8353 3.2611 -1.4032  0.3335
H -0.4769 0.7778 -0.5321  0.1079
H -2.5698 -1.5656 -2.1396  0.3384
H -1.2142 -1.5347 -0.9839  0.2562
H -1.0743 -0.6947 -2.5498  0.2334

Forces on atoms 1 to 2 (eV/Å):
0.99 1.10 0.44
-1.17 -1.29 -0.40

Results
Frontier orbital gap: 9.4 eV
Highest occupied orbital energy: -9.10 eV
F_max: 3.3 eV/A
Lowest unoccupied orbital energy: 0.0092 Eh
SMILES: O=C(O)[C@]1(O)C=C(F)[C@@H](O)[C@H](O)C1.CNC(=O)[C@H](C)NC(C)=O

=====

The following is a quantum chemistry calculation of a structure of composition C9H18PtS4, from the OMol25 dataset.

Last column: Löwdin spin population.
Element x y z (Å)
Pt 0.0006 0.0000 0.9570  0.8265
C -1.5089 -2.5364 -0.0957  0.0052
C -2.4542 -1.4600 -0.6390  0.0086
S -1.4897 0.0035 -1.1549  0.0991
C -2.3569 1.5634 -0.7448  0.0089
C -1.3915 2.5873 -0.1442  0.0053
S 0.0829 2.8826 -1.1995  0.0028
C 1.5096 2.5364 -0.0964  0.0053
C 2.4547 1.4600 -0.6401  0.0087
S 1.4900 -0.0035 -1.1558  0.0978
C 2.3573 -1.5634 -0.7460  0.0089
C 1.3922 -2.5873 -0.1449  0.0054
S -0.0827 -2.8826 -1.1995  0.0028
H -2.0653 -3.4631 0.0462  0.0001
H -1.1002 -2.2177 0.8586  0.0042
H -3.2086 -1.1841 0.0984  0.0000
H -2.9534 -1.8284 -1.5362  0.0029
H -3.2046 1.3718 -0.0861  0.0000
H -2.7336 1.9458 -1.6946  0.0027
H -1.0367 2.2529 0.8260  0.0039
H -1.9167 3.5357 -0.0254  0.0001
H 1.1013 2.2180 0.8580  0.0043
H 2.0661 3.4631 0.0452  0.0001
H 3.2094 1.1841 0.0970  0.0000
H 2.9535 1.8283 -1.5376  0.0029
H 3.2054 -1.3718 -0.0877  0.0000
H 2.7337 -1.9459 -1.6959  0.0026
H 1.0378 -2.2531 0.8255  0.0040
H 1.9174 -3.5357 -0.0264  0.0001
C -0.0027 0.0000 2.9464  0.7411
H -0.9093 0.0291 3.5453  0.0728
H 0.9030 -0.0290 3.5469  0.0732

Forces on atoms 1 to 2 (eV/Å):
0.02 0.00 -0.83
0.07 0.01 -0.15

Results
Energy above the lowest of the compared OMol25 structures with the same formula, charge and spin: 19.3 kcal/mol
Frontier orbital gap (spin up / spin down): 7.0 / 7.2 eV
Highest occupied orbital energy (spin up / spin down): -6.47 / -7.33 eV
F_max: 1.0 eV/A
Lowest unoccupied orbital energy (spin up / spin down): 0.0190 / -0.0059 Eh
Multiplicity: 3